1.
14
Properties=species:S:1:pos:R:3:forces:R:3 method="wB97M-V/def2-TZVPD" e_above_lowest_ev=3.536 orbital_gap_ev=10.5125 smiles="C=C1C[C@H]1CO" total_energy_ha=-270.4279 total_charge=0 spin_multiplicity=1 e_homo_ev=-9.59
C 1.077 -1.923 1.050 1.9 -3.3 0.1
C 0.332 -0.927 0.740 -2.5 2.6 -3.3
C -0.327 0.333 0.992 -0.2 0.5 1.7
C -0.592 -0.160 -0.407 1.6 -0.8 2.6
C 0.008 0.781 -1.386 1.9 -0.3 -0.4
O -0.389 2.143 -1.258 1.5 0.1 -0.1
H 1.385 -2.864 0.428 -0.9 2.2 0.8
H 1.472 -1.949 2.065 0.1 0.0 -0.1
H -1.240 0.267 1.575 0.2 0.2 0.5
H 0.236 1.266 1.157 -0.2 -0.6 -0.2
H -1.596 -0.526 -0.390 -0.4 -0.3 -1.0
H -0.212 0.426 -2.439 0.9 0.4 0.9
H 1.147 0.850 -1.017 -2.2 -0.4 -1.7
H -1.301 2.282 -1.112 -1.6 -0.2 0.1

2.
90
Properties=species:S:1:pos:R:3:forces:R:3 method="wB97M-V/def2-TZVPD" e_above_lowest_ev=0.108 orbital_gap_ev=7.5365 smiles="CC[N+](CC)(CC)CCCCOc1ccc2c(c1)C(=O)c1cc(OCCCC[N+](CC)(CC)CC)ccc1-2" total_energy_ha=-1623.3960 total_charge=+2 spin_multiplicity=1 e_homo_ev=-11.73
C 1.622 3.049 5.897 -0.1 -0.2 0.1
C 1.504 2.388 7.263 0.5 0.6 -0.2
N 0.539 1.243 7.372 0.1 0.1 0.1
C 1.081 0.113 6.558 0.2 -0.7 -0.4
C 0.219 -1.134 6.453 0.0 0.2 0.1
C 0.412 0.875 8.817 0.0 -0.3 0.8
C 1.699 0.510 9.544 0.0 0.1 -0.2
C -0.792 1.699 6.851 -0.7 0.1 -0.3
C -2.060 1.031 7.397 0.0 0.0 0.0
C -3.251 1.395 6.499 0.3 -0.3 -0.3
C -3.373 0.513 5.258 -0.4 0.1 0.2
O -2.212 0.659 4.456 0.1 0.1 0.0
C -2.193 0.109 3.204 0.2 -0.1 -0.2
C -3.188 -0.711 2.684 0.0 0.1 0.3
C -3.086 -1.233 1.398 0.2 0.1 -0.2
C -1.978 -0.932 0.635 0.1 0.3 0.6
C -0.969 -0.108 1.167 -0.6 -0.1 0.5
C -1.061 0.413 2.435 -0.1 -0.1 0.0
C 0.111 0.070 0.158 0.3 0.2 0.0
O 1.130 0.710 0.271 -0.2 -0.1 0.0
C -0.351 -0.719 -1.015 -0.3 -0.4 -0.6
C 0.268 -0.909 -2.228 -0.1 -0.1 0.0
C -0.364 -1.716 -3.184 0.0 0.2 0.3
O 0.306 -1.857 -4.368 0.1 0.1 0.1
C -0.149 -2.823 -5.302 0.0 -0.4 -0.2
C 0.926 -3.057 -6.363 -0.3 0.3 0.2
C 1.119 -1.886 -7.334 0.1 0.0 0.1
C 1.845 -0.742 -6.627 -0.2 -0.7 0.3
N 2.034 0.522 -7.401 0.0 0.0 -0.1
C 0.691 1.131 -7.662 -0.7 0.4 -0.2
C 0.690 2.514 -8.297 0.1 -0.1 0.1
C 2.706 0.262 -8.714 0.4 -0.2 -0.7
C 4.038 -0.470 -8.653 -0.1 0.1 0.1
C 2.893 1.444 -6.594 0.4 0.5 0.5
C 2.303 1.924 -5.276 0.0 -0.1 -0.2
C -1.595 -2.296 -2.900 0.1 -0.1 -0.3
C -2.214 -2.099 -1.668 0.1 0.2 0.2
C -1.593 -1.313 -0.722 0.4 0.0 -0.6
H 0.684 3.467 5.546 -0.1 0.0 0.0
H 2.016 2.378 5.139 0.0 0.0 -0.1
H 2.329 3.870 5.995 0.0 0.0 0.0
H 2.488 2.017 7.550 -0.2 -0.1 0.1
H 1.194 3.139 7.993 0.0 -0.2 0.1
H 1.242 0.493 5.549 0.0 0.1 0.2
H 2.052 -0.152 6.977 0.0 0.2 0.0
H -0.016 -1.567 7.420 -0.1 -0.1 0.1
H -0.694 -0.942 5.899 -0.1 0.0 0.0
H 0.785 -1.876 5.895 0.1 0.0 0.0
H -0.048 1.727 9.322 -0.1 0.0 -0.2
H -0.272 0.031 8.884 -0.1 0.2 -0.1
H 2.205 -0.340 9.098 0.1 -0.1 0.0
H 2.392 1.342 9.620 0.1 0.0 0.0
H 1.428 0.226 10.559 0.0 0.0 0.0
H -0.878 2.765 7.072 0.1 0.0 0.0
H -0.784 1.569 5.769 0.2 0.1 0.1
H -1.978 -0.053 7.428 0.0 -0.1 0.1
H -2.269 1.385 8.406 0.1 -0.1 0.0
H -3.181 2.439 6.192 -0.1 0.1 0.0
H -4.173 1.275 7.067 0.0 0.1 0.0
H -3.490 -0.539 5.555 0.0 0.1 -0.1
H -4.261 0.818 4.692 0.1 -0.1 0.0
H -4.058 -0.957 3.271 -0.1 0.0 0.1
H -3.874 -1.864 1.017 -0.1 -0.1 0.0
H -0.290 1.054 2.832 0.1 0.1 0.1
H 1.227 -0.463 -2.441 0.1 0.1 0.0
H -1.080 -2.481 -5.773 0.0 -0.1 0.1
H -0.344 -3.770 -4.787 0.0 0.1 0.0
H 1.868 -3.286 -5.863 0.0 -0.1 0.0
H 0.628 -3.935 -6.936 0.0 0.0 0.0
H 1.694 -2.247 -8.186 0.0 0.1 -0.1
H 0.137 -1.575 -7.690 0.0 0.0 -0.1
H 2.832 -1.094 -6.323 0.0 0.1 0.0
H 1.285 -0.503 -5.724 0.2 0.2 -0.1
H 0.149 0.452 -8.321 0.1 -0.1 0.1
H 0.162 1.171 -6.709 0.1 -0.1 0.0
H 1.166 3.264 -7.672 0.0 0.1 0.1
H 1.154 2.523 -9.279 0.0 0.0 -0.1
H -0.347 2.813 -8.430 -0.1 0.0 0.0
H 2.865 1.228 -9.195 -0.2 0.0 0.1
H 2.010 -0.311 -9.328 -0.1 0.1 0.1
H 3.954 -1.460 -8.216 0.0 -0.1 0.0
H 4.799 0.093 -8.121 0.1 0.0 0.0
H 4.389 -0.595 -9.675 0.0 0.0 -0.1
H 3.824 0.917 -6.382 -0.1 0.0 -0.2
H 3.130 2.306 -7.219 0.0 -0.2 -0.1
H 1.401 2.513 -5.410 -0.1 0.1 0.0
H 2.094 1.106 -4.593 0.0 -0.1 0.1
H 3.041 2.564 -4.799 0.1 0.0 0.0
H -2.095 -2.909 -3.633 0.0 -0.1 -0.1
H -3.167 -2.564 -1.472 -0.1 -0.1 0.0

3.
16
Properties=species:S:1:pos:R:3:forces:R:3 method="wB97M-V/def2-TZVPD" e_above_lowest_ev=0.651 orbital_gap_ev=10.2836 smiles="NC(=O)CCCO" total_energy_ha=-363.0616 total_charge=0 spin_multiplicity=1 e_homo_ev=-9.60
N 1.211 0.544 1.420 0.1 0.0 0.1
C 1.263 -0.745 0.990 0.1 0.0 0.0
O 1.916 -1.608 1.552 -0.2 0.2 -0.1
C 0.424 -1.044 -0.252 0.0 -0.1 0.0
C -1.027 -0.535 -0.153 -0.1 0.0 0.1
C -1.289 0.786 -0.897 -0.3 -0.2 0.0
O -0.213 1.716 -0.817 0.2 -0.1 -0.1
H 1.767 0.796 2.222 -0.1 0.0 -0.1
H 0.723 1.256 0.888 0.1 -0.1 0.1
H 0.936 -0.610 -1.123 0.0 -0.1 0.1
H 0.466 -2.126 -0.387 -0.1 0.1 0.1
H -1.713 -1.288 -0.555 0.1 0.1 0.0
H -1.288 -0.417 0.904 0.0 0.0 -0.1
H -1.528 0.591 -1.952 0.1 0.0 0.1
H -2.147 1.299 -0.455 0.1 -0.1 -0.1
H 0.497 1.386 -1.384 -0.1 0.2 0.1

4.
102
Properties=species:S:1:pos:R:3:forces:R:3 method="wB97M-V/def2-TZVPD" e_above_lowest_ev=0.897 orbital_gap_ev=7.3367 total_energy_ha=-3243.0308 total_charge=-1 spin_multiplicity=1 e_homo_ev=-5.45
Cs 2.381 -1.198 -0.187 -2.3 -0.7 -2.8
O 6.848 -0.925 -0.205 -0.1 0.0 -0.1
S 5.492 -0.938 0.295 0.1 0.1 0.7
O 4.684 0.208 -0.114 0.7 0.3 -0.1
O 4.778 -2.197 0.099 0.9 -0.4 -0.1
C 5.639 -0.857 2.114 0.1 -0.1 0.2
C 6.957 -0.881 2.547 0.2 0.1 -0.1
C 7.322 -0.937 3.887 0.1 0.0 -0.3
C 6.337 -0.988 4.838 -0.2 0.0 0.2
C 5.011 -0.969 4.429 -0.1 0.1 0.5
C 4.624 -0.898 3.103 0.2 -0.1 -0.2
S 2.826 -0.872 2.876 0.8 -0.1 0.3
O 2.619 0.234 1.950 -0.2 0.6 0.9
O 2.264 -0.672 4.193 -0.1 0.0 0.0
O 2.488 -2.157 2.260 -0.1 -0.2 1.0
H 7.724 -0.863 1.788 0.0 0.0 -0.1
H 8.371 -0.948 4.156 0.0 0.0 0.0
H 6.575 -1.040 5.894 0.0 0.0 0.0
H 4.233 -0.993 5.177 -0.1 0.0 0.0
C -0.008 1.880 1.702 -0.1 -0.1 0.3
C 0.158 2.665 0.415 -0.2 0.3 -0.4
C -0.029 4.157 0.702 -0.1 -0.1 0.0
P 1.690 2.172 -0.520 0.0 -0.4 0.0
C 1.196 2.431 -2.293 -0.2 0.0 -0.1
C 2.154 1.680 -3.218 0.0 -0.3 0.0
C 0.951 3.843 -2.811 0.1 0.1 0.0
C 2.889 3.506 -0.149 -0.3 0.5 0.1
C 4.041 3.514 -1.134 0.3 0.2 -0.3
C 3.419 3.289 1.262 0.2 0.1 0.1
H -0.958 2.158 2.166 -0.1 0.0 0.1
H 0.783 2.074 2.421 0.1 0.0 0.0
H -0.016 0.807 1.537 0.0 -0.1 -0.1
H -0.634 2.315 -0.267 0.0 0.2 0.0
H 0.706 4.494 1.429 0.1 0.0 0.1
H -1.013 4.345 1.140 -0.1 0.0 0.0
H 0.073 4.793 -0.174 0.0 0.0 -0.1
H 0.246 1.878 -2.335 0.0 0.1 0.0
H 3.138 2.135 -3.265 0.1 0.1 0.0
H 1.748 1.658 -4.231 0.0 0.0 -0.1
H 2.305 0.644 -2.898 -0.1 0.1 0.0
H 1.837 4.469 -2.691 0.0 0.0 0.0
H 0.127 4.333 -2.299 -0.1 0.0 0.1
H 0.709 3.832 -3.876 0.0 0.0 -0.1
H 2.391 4.492 -0.205 0.1 -0.3 0.0
H 4.496 2.531 -1.238 0.0 -0.1 0.1
H 4.811 4.200 -0.773 0.1 0.0 0.0
H 3.733 3.865 -2.121 0.1 0.0 0.0
H 4.006 2.374 1.314 0.0 -0.1 -0.1
H 2.634 3.200 2.005 -0.1 0.0 0.1
H 4.059 4.131 1.541 0.0 0.0 0.0
C -4.845 1.888 -0.897 -0.2 0.0 -0.1
C -3.522 2.116 -1.606 0.1 0.2 -0.1
C -2.824 0.780 -1.850 0.2 -0.1 -0.3
C -3.046 -0.231 -0.712 -0.5 -0.2 0.1
C -3.288 0.537 0.588 0.2 0.0 0.1
C -4.585 1.347 0.512 -0.1 0.0 0.2
P -1.621 -1.401 -0.577 0.4 0.4 0.1
C -1.884 -2.570 -1.979 0.0 -0.4 0.0
C -1.223 -2.048 -3.263 0.3 0.2 0.1
C -1.603 -2.928 -4.442 0.2 -0.1 -0.1
C -3.098 -2.809 -4.750 -0.1 0.0 -0.2
C -3.902 -2.425 -3.511 -0.3 0.1 0.1
C -3.323 -3.064 -2.256 -0.1 -0.1 0.1
C -1.960 -2.470 0.902 0.0 -0.3 0.0
C -3.430 -2.806 1.261 -0.1 0.0 -0.3
C -3.649 -2.931 2.765 -0.3 0.1 0.1
C -2.521 -3.725 3.397 0.0 -0.2 0.1
C -1.185 -2.985 3.261 0.1 0.0 0.1
C -1.192 -1.962 2.130 0.2 0.3 -0.1
H -5.434 1.170 -1.477 0.0 0.0 0.0
H -5.446 2.797 -0.851 0.0 0.1 0.0
H -2.892 2.765 -0.992 0.0 0.0 0.1
H -3.652 2.642 -2.556 -0.1 0.0 0.0
H -1.751 0.939 -1.998 0.0 0.1 0.0
H -3.188 0.352 -2.790 0.0 0.1 0.1
H -3.966 -0.794 -0.936 0.1 0.0 0.1
H -2.436 1.191 0.768 0.1 0.1 0.0
H -3.323 -0.124 1.452 0.0 -0.1 0.0
H -4.528 2.179 1.218 0.0 0.0 0.0
H -5.424 0.725 0.839 0.0 0.0 0.0
H -1.281 -3.440 -1.673 -0.1 0.1 0.0
H -0.139 -2.011 -3.115 -0.1 -0.1 0.0
H -1.518 -1.018 -3.473 -0.1 0.1 0.0
H -1.350 -3.964 -4.197 0.0 0.0 0.0
H -1.013 -2.680 -5.326 0.0 0.0 0.0
H -3.469 -3.756 -5.150 0.0 0.0 0.0
H -3.260 -2.070 -5.538 0.0 0.0 0.0
H -4.952 -2.706 -3.639 0.0 0.0 0.0
H -3.906 -1.338 -3.385 0.0 -0.1 0.0
H -3.324 -4.152 -2.379 0.0 0.0 -0.1
H -3.973 -2.871 -1.403 0.0 0.0 0.0
H -1.463 -3.411 0.617 0.0 0.1 0.0
H -3.710 -3.749 0.782 0.0 0.0 0.0
H -4.119 -2.062 0.852 0.0 0.0 0.0
H -4.621 -3.397 2.957 0.1 0.0 0.0
H -3.702 -1.937 3.218 0.1 0.0 0.0
H -2.466 -4.698 2.898 0.0 0.0 0.0
H -2.732 -3.945 4.445 0.0 0.0 0.0
H -0.374 -3.695 3.091 0.0 0.0 0.0
H -0.933 -2.475 4.190 0.0 0.0 0.0
H -0.153 -1.735 1.871 -0.1 0.0 0.0
H -1.622 -1.018 2.473 0.0 0.0 0.0

5.
54
Properties=species:S:1:pos:R:3:forces:R:3 method="wB97M-V/def2-TZVPD" orbital_gap_ev=6.9248 total_energy_ha=-1988.4254 total_charge=+2 spin_multiplicity=1 e_homo_ev=-13.13
Al -0.483 -0.424 0.436 -0.1 0.3 0.0
O -1.773 -1.458 -3.157 0.0 0.0 -0.1
C -1.491 -1.330 -1.988 -0.1 -0.1 0.1
N -1.234 -0.217 -1.269 0.1 -0.1 -0.1
C -1.472 1.100 -1.673 0.1 0.2 0.1
C -1.873 1.538 -2.932 0.1 -0.1 0.0
C -2.061 2.902 -3.145 0.0 0.2 0.0
C -1.860 3.816 -2.121 0.0 0.0 0.0
C -1.468 3.391 -0.852 0.1 -0.1 0.0
C -1.271 2.035 -0.626 -0.1 0.0 0.0
N -0.878 1.420 0.581 0.0 -0.1 0.0
C -1.002 1.976 1.807 0.0 0.0 0.0
O -1.288 3.109 2.125 0.0 0.0 0.0
C -0.691 0.938 2.873 0.1 0.0 0.0
C -0.793 1.238 4.216 0.0 0.0 0.0
C -0.428 0.275 5.142 0.0 0.0 0.0
C 0.066 -0.945 4.692 0.0 0.0 0.0
C 0.129 -1.175 3.335 0.0 0.0 0.0
N -0.272 -0.265 2.432 -0.1 -0.2 0.1
C -1.468 -2.532 -1.054 0.0 0.0 0.0
C -1.880 -3.768 -1.502 0.0 0.0 0.0
C -2.014 -4.801 -0.587 0.0 0.0 0.0
C -1.735 -4.556 0.750 0.0 0.0 0.0
C -1.300 -3.301 1.122 0.1 0.0 0.0
N -1.150 -2.299 0.242 0.0 0.0 -0.1
H -2.031 0.819 -3.723 0.0 0.0 0.0
H -2.376 3.246 -4.121 0.0 0.0 0.0
H -2.030 4.870 -2.297 0.0 0.0 0.0
H -1.335 4.093 -0.043 0.0 0.0 0.0
H -1.148 2.220 4.497 0.0 0.0 0.0
H -0.511 0.473 6.202 0.0 0.0 0.0
H 0.393 -1.707 5.385 0.0 0.0 0.0
H 0.518 -2.106 2.943 0.0 0.0 0.0
H -2.113 -3.879 -2.551 0.0 0.0 0.0
H -2.355 -5.777 -0.906 0.0 0.0 0.0
H -1.859 -5.323 1.501 0.0 0.0 0.0
H -1.085 -3.081 2.157 0.0 0.0 0.0
N 4.146 -0.147 0.766 0.0 -0.1 0.1
C 3.830 -0.555 -0.645 0.0 0.0 -0.2
P 2.127 -0.146 -1.194 -0.1 0.0 0.1
O 1.912 -0.747 -2.517 0.0 -0.1 0.0
O 1.332 -0.532 0.066 0.2 0.1 0.0
C 2.008 1.688 -1.456 0.0 -0.1 0.0
N 1.323 1.880 -2.770 0.0 0.0 -0.1
H 4.956 -0.658 1.132 0.0 0.0 0.0
H 3.340 -0.353 1.367 0.0 0.0 -0.1
H 4.358 0.850 0.848 0.0 0.0 0.0
H 3.867 -1.644 -0.688 0.0 0.0 0.0
H 4.579 -0.163 -1.330 0.1 0.0 0.1
H 2.998 2.137 -1.533 0.0 0.0 0.1
H 1.432 2.182 -0.674 0.0 0.1 -0.1
H 1.617 1.128 -3.413 0.0 0.0 0.0
H 1.503 2.797 -3.182 0.0 0.0 0.0
H 0.293 1.769 -2.670 -0.2 0.1 0.0

6.
21
Properties=species:S:1:pos:R:3:forces:R:3 method="wB97M-V/def2-TZVPD" e_above_lowest_ev=1.777 orbital_gap_ev=11.3342 total_energy_ha=-365.7654 total_charge=+1 spin_multiplicity=1 e_homo_ev=-14.29
C 1.706 2.517 -0.053 -1.0 -1.7 -0.1
C 0.366 2.046 -0.693 0.0 -1.2 0.2
C 0.327 0.525 -0.712 0.9 0.7 -1.4
C 0.908 -0.204 -1.650 1.6 -1.2 1.3
N -0.143 -0.123 0.521 -0.2 -0.2 0.5
H 2.009 1.774 0.693 -0.1 0.4 0.5
H 2.450 2.335 -0.825 0.3 1.0 0.0
H 1.557 3.492 0.390 0.7 0.3 -0.2
H -0.526 2.375 -0.155 0.1 0.6 -0.3
H 0.385 2.327 -1.745 -0.6 0.4 0.2
H 1.552 0.163 -2.434 -0.7 0.7 -0.4
H 1.246 -1.220 -1.410 -1.0 -0.1 -0.2
H -1.072 -0.562 0.476 -0.3 0.4 -0.2
H -0.171 0.618 1.222 -0.1 -0.3 0.4
H 0.454 -0.891 0.855 0.3 0.0 -0.1
H 0.639 -3.999 0.950 -0.8 0.0 0.1
H 1.971 -3.459 0.858 0.2 0.6 0.1
O 1.064 -3.139 0.970 0.6 -0.3 -0.2
H -4.319 -0.632 1.513 0.5 0.0 0.0
H -4.174 -0.796 0.043 0.0 -0.1 -0.5
O -3.639 -0.639 0.819 -0.2 0.0 0.5